Entry 1:
Here is a molecular structure, C5H10InO3 at a distorted geometry from the OMol25 dataset. Energies are from the ωB97M-V functional and the def2-TZVPD basis.

Values from the calculation:
- Kohn-Sham gap (spin up / spin down): 5.364 / 5.361 eV
- F_max: 4.814 eV/Å
- Lowest unoccupied orbital energy (spin up / spin down): -6.50 / -6.50 eV
- Total energy: -611.83732 a.u.
- Relative energy (zero: lowest compared OMol25 entry of this formula, charge and spin): 31.23 kcal per mole
- Total charge: +1

Positions of all 19 atoms, in Å:
1 O -2.15192 -1.65157 0.74182
2 C -2.70598 -0.71075 -0.13530
3 C -1.66492 0.24582 -0.69744
4 O -1.10229 0.97588 0.44282
5 C 0.19683 1.54280 0.16773
6 C 1.00460 0.36313 -0.35391
7 O 1.59644 -0.23866 0.85021
8 C 2.76255 -0.98940 0.58358
9 In -0.36865 -0.96639 1.02487
10 H -3.49169 -0.12407 0.38965
11 H -3.19238 -1.20294 -1.00169
12 H -2.13162 0.97896 -1.37495
13 H 0.58923 2.20093 0.95510
14 H 0.06317 2.21906 -0.69251
15 H 1.81299 0.69835 -1.01493
16 H 3.61834 -0.30961 0.45263
17 H 2.92940 -1.66213 1.43292
18 H 2.65542 -1.59159 -0.33394
19 H -0.41953 0.22218 -1.43666



Entry 2:
Here is a single C16H18N6O2S molecule at a distorted geometry from the OMol25 dataset. Energies are from the ωB97M-V functional and the def2-TZVPD basis.

Values from the calculation:
- Kohn-Sham gap: 8.615 eV
- Structure (SMILES): Cn1c(=O)c2cn(c1=O)CCCn1cnc3c(ncnc31)SCCC2
- F_max: 5.122 eV/Å
- Lowest unoccupied orbital energy: 0.07 eV
- Total energy: -1497.66907 a.u.
- Relative energy (zero: lowest compared OMol25 entry of this formula, charge and spin): 54.17 kcal per mole

Positions of all 43 atoms, in Å:
1 O 0.63880 3.67275 -0.94974
2 O -1.35335 2.07685 2.66916
3 N -1.55094 -0.74705 -0.99708
4 N 0.91944 -3.16794 -2.17996
5 N 0.27410 -3.54941 0.07317
6 S 0.11346 -1.30778 -3.92832
7 C 0.25952 2.70562 -0.26522
8 C -0.56355 1.90342 1.77221
9 C -1.79943 -0.83493 0.26691
10 C 1.15256 0.66936 0.74154
11 C 1.18937 1.56545 -0.33606
12 C 0.98808 -3.92045 -1.01172
13 C 0.17282 -2.07312 -2.35832
14 C -0.53711 -2.51771 -0.17234
15 C -0.62906 -1.71017 -1.28944
16 N -0.65094 2.78023 0.75311
17 N 0.21842 0.70817 1.72602
18 N -1.20269 -1.90803 0.88111
19 C -1.87517 3.49549 0.50070
20 C 1.51549 -0.16147 -3.60569
21 C 1.92274 1.26270 -1.55593
22 C 0.25051 -0.10574 2.85691
23 C -1.02187 -2.15516 2.29902
24 C 0.99657 1.03183 -2.74041
25 C -0.96102 -0.91499 3.10944
26 H -2.32460 -0.05044 0.83380
27 H 1.73273 -0.28955 0.81488
28 H 1.69594 -4.75006 -0.96621
29 H -1.96864 3.56787 -0.63444
30 H -1.82592 4.47055 0.76077
31 H -2.81099 3.01527 0.80287
32 H 1.87807 0.05567 -4.58890
33 H 2.28810 -0.78126 -3.15638
34 H 2.52795 0.37776 -1.25247
35 H 2.73112 1.99654 -1.90506
36 H 1.11881 -0.78810 2.97049
37 H 0.29398 0.60134 3.78033
38 H -1.85167 -2.75481 2.61800
39 H -0.11202 -2.70681 2.54811
40 H 1.10405 1.98912 -3.39776
41 H -0.05669 0.78975 -2.55880
42 H -1.10275 -1.22641 4.19302
43 H -1.78422 -0.31432 2.87871



Entry 3:
Here is a single C3H3N2P molecule at a distorted geometry from the OMol25 dataset. Energies are from the ωB97M-V functional and the def2-TZVPD basis.

Values from the calculation:
- Kohn-Sham gap (spin up / spin down): 6.171 / 7.375 eV
- F_max: 4.281 eV/Å
- Lowest unoccupied orbital energy (spin up / spin down): -1.20 / -1.35 eV
- Total energy: -566.79114 a.u.
- Relative energy (zero: lowest compared OMol25 entry of this formula, charge and spin): 95.52 kcal per mole

Positions of all 9 atoms, in Å:
1 C 1.11461 0.65741 0.11387
2 C 0.79273 -0.37462 1.13463
3 C -0.95640 0.46268 -1.00323
4 N 0.12551 0.95431 -0.71407
5 N -0.19297 -1.07060 1.04154
6 P -2.39641 -0.19301 -1.66555
7 H 1.96083 1.30447 0.07949
8 H 1.49226 -0.34209 2.02423
9 H -1.94017 -1.39855 -1.01091



Entry 4:
Here is 4 unconnected molecules or ions with the total composition H7O4 from the OMol25 dataset. Energies are from the ωB97M-V functional and the def2-TZVPD basis.

Values from the calculation:
- Kohn-Sham gap: 9.293 eV
- F_max: 0.672 eV/Å
- Lowest unoccupied orbital energy: 4.59 eV
- Total energy: -305.20901 a.u.
- Relative energy (zero: lowest compared OMol25 entry of this formula, charge and spin): 0.90 kcal per mole
- Total charge: -1

Positions of all 11 atoms, in Å:
1 O 0.58945 -0.19455 0.31306
2 H 1.31896 -0.67037 -0.09144
3 O -1.18289 0.37169 -1.60089
4 H -0.52696 0.90181 -2.05759
5 H -0.72304 0.16837 -0.74812
6 O 1.61417 1.91232 1.52718
7 H 1.30703 1.05115 1.09770
8 H 0.84723 2.20918 2.01966
9 O -1.28104 -2.22601 0.03397
10 H -0.55407 -1.63343 0.36386
11 H -1.40882 -1.89018 -0.85737



Entry 5:
Here is a molecular structure, C2H4AlLiO2 at a distorted geometry from the OMol25 dataset. Energies are from the ωB97M-V functional and the def2-TZVPD basis.

Values from the calculation:
- Kohn-Sham gap (spin up / spin down): 8.931 / 6.475 eV
- F_max: 3.642 eV/Å
- Lowest unoccupied orbital energy (spin up / spin down): -4.24 / -6.68 eV
- Multiplicity: 2
- Total energy: -478.76480 a.u.
- ⟨S²⟩: 0.790
- Total charge: +1

Positions of all 10 atoms, in Å:
1 O -0.85423 1.64067 -0.75032
2 C -0.17606 -0.63330 -0.81541
3 C -0.02247 -0.94991 0.53215
4 O 0.80358 -0.14754 1.28374
5 H -1.08844 1.84988 -1.65502
6 H 0.69876 -0.17792 -1.30660
7 H -0.86970 -1.24060 -1.40432
8 H -0.10041 -2.00323 0.83672
9 Al 0.99332 -0.02418 2.94097
10 Li 0.61566 1.68614 0.33808



Entry 6:
Here is a molecular structure, C48H58LaN12O5S at a distorted geometry from the OMol25 dataset. Energies are from the ωB97M-V functional and the def2-TZVPD basis.

Values from the calculation:
- Kohn-Sham gap: 5.785 eV
- F_max: 1.602 eV/Å
- Lowest unoccupied orbital energy: 0.95 eV
- Total energy: -3327.25757 a.u.
- Relative energy (zero: lowest compared OMol25 entry of this formula, charge and spin): 8.78 kcal per mole
- Total charge: -1

Positions of all 125 atoms, in Å:
1 La 0.34221 0.25007 -0.15442
2 C 6.07418 1.64632 -1.97648
3 C 5.16932 2.80664 -2.41265
4 C 3.85831 2.78547 -1.69047
5 C 3.47607 3.53312 -0.61900
6 C 4.25770 4.59575 0.08924
7 C 3.89989 6.00996 -0.38535
8 C 2.13387 3.09675 -0.26925
9 C 1.32255 3.67691 0.70768
10 C -0.00705 3.37386 0.99666
11 C -0.82239 4.05803 1.98835
12 C -0.34981 5.17778 2.86249
13 C -0.32102 6.52133 2.11936
14 C -2.05704 3.48768 1.93330
15 C -1.98868 2.44765 0.91686
16 C -3.04430 1.61249 0.55286
17 C -3.03076 0.58098 -0.38571
18 N -1.94392 0.19040 -1.09851
19 C -2.36446 -0.73366 -2.00160
20 C -1.57920 -1.26746 -3.02137
21 C -0.27524 -0.90297 -3.36791
22 N 0.51136 -0.04252 -2.67038
23 C 1.65397 0.13110 -3.38610
24 C 2.70153 0.98958 -3.04527
25 C 2.75635 1.88130 -1.97790
26 N 1.75363 2.08080 -1.08449
27 C 1.61027 -0.68411 -4.58805
28 C 0.41234 -1.33587 -4.57128
29 C -0.14804 -2.26113 -5.60764
30 C -1.05556 -1.52495 -6.60190
31 C 2.70896 -0.80367 -5.59982
32 C 3.78263 -1.80325 -5.14696
33 C -3.78198 -1.00070 -1.81087
34 C -4.19463 -0.18578 -0.79956
35 C -5.56129 -0.07412 -0.19729
36 C -6.38533 1.06790 -0.80643
37 C -4.60204 -1.94270 -2.63616
38 C -5.06766 -1.29879 -3.95002
39 N -0.73873 2.40619 0.38637
40 C -3.28069 3.83397 2.72201
41 C -4.23200 4.74920 1.93871
42 H 7.03130 1.67556 -2.50200
43 H 5.59479 0.68791 -2.18120
44 H 6.26426 1.69525 -0.90331
45 H 4.99922 2.74857 -3.49105
46 H 5.67859 3.75392 -2.22420
47 H 5.32427 4.42315 -0.06740
48 H 4.07672 4.51755 1.16395
49 H 4.15452 6.13522 -1.43922
50 H 4.44188 6.76257 0.19140
51 H 2.82976 6.19310 -0.27437
52 H 1.76930 4.47855 1.28492
53 H 0.65128 4.94442 3.23401
54 H -1.00311 5.26211 3.73284
55 H 0.28673 6.44598 1.21652
56 H 0.09188 7.31056 2.75164
57 H -1.32982 6.81078 1.82010
58 H -3.98609 1.78586 1.05951
59 H -2.06437 -1.98559 -3.67267
60 H 3.55218 0.99414 -3.71723
61 H -0.71441 -3.05748 -5.11952
62 H 0.66968 -2.73920 -6.15133
63 H -1.88431 -1.04437 -6.07925
64 H -1.46353 -2.21405 -7.34462
65 H -0.49547 -0.74591 -7.12223
66 H 3.17002 0.17238 -5.76329
67 H 2.29296 -1.12639 -6.55654
68 H 4.22351 -1.48263 -4.20118
69 H 4.57915 -1.89378 -5.88864
70 H 3.34141 -2.79053 -4.99657
71 H -5.46392 0.08174 0.87930
72 H -6.09140 -1.01826 -0.33743
73 H -5.85440 2.01648 -0.70804
74 H -7.35612 1.15796 -0.31387
75 H -6.55810 0.88922 -1.86920
76 H -5.47669 -2.25776 -2.06332
77 H -4.02302 -2.84088 -2.86271
78 H -5.69109 -0.42728 -3.74555
79 H -5.64812 -2.00275 -4.55049
80 H -4.21061 -0.96557 -4.53775
81 H -2.99172 4.32630 3.65257
82 H -3.80712 2.91677 2.99602
83 H -3.73232 5.68402 1.67943
84 H -5.12305 4.98211 2.52550
85 H -4.54620 4.26908 1.01040
86 O 1.48058 -2.44413 -1.38010
87 H 2.32360 -2.52519 -0.91890
88 H 1.68351 -2.25697 -2.30528
89 O -1.65745 -0.18081 2.21545
90 H -1.08861 0.46619 2.65817
91 H -1.62189 -0.97801 2.75273
92 N 2.97331 -0.92592 4.87923
93 C 2.69952 0.29787 5.31616
94 N 3.09301 0.64184 6.56755
95 N 2.07173 1.23487 4.63581
96 C 1.46835 1.08470 3.49361
97 N 0.79649 1.06560 2.54155
98 H 3.40989 -1.59247 5.49158
99 H 2.91928 -1.15323 3.88405
100 H 3.35985 -0.07377 7.21924
101 H 2.70201 1.48864 6.93788
102 N 3.11579 -1.08840 1.69731
103 C 2.44851 -0.65824 0.85503
104 O 0.72107 -5.81003 6.85687
105 S -0.08645 -7.00954 6.73182
106 O 0.56178 -8.22355 7.18151
107 O -1.47713 -6.85839 7.13556
108 C -0.32136 -7.20793 4.93016
109 N -0.57778 -8.41460 4.42417
110 C -0.83137 -8.46432 3.12558
111 C -0.81703 -7.34617 2.30493
112 C -0.54047 -6.13640 2.92502
113 N -0.30621 -6.07806 4.23283
114 C -0.45675 -4.83635 2.20611
115 C -0.96257 -4.61872 0.93039
116 C -0.82528 -3.36535 0.35324
117 N -0.24842 -2.33495 0.96638
118 C 0.22208 -2.54650 2.20150
119 C 0.15236 -3.76021 2.84971
120 H -1.04784 -9.44806 2.71927
121 H -0.99246 -7.42511 1.24057
122 H -1.46695 -5.40654 0.38567
123 H -1.19760 -3.17383 -0.64803
124 H 0.68019 -1.69684 2.69050
125 H 0.53901 -3.89956 3.85015